A 10-piece molecular cluster, C75H166N10O10 overall in a non-equilibrium geometry, computed with ωB97M-V/def2-TZVPD.

The geometry in XYZ format:
```
261
Properties=species:S:1:pos:R:3:forces:R:3:lowdin_charge:R:1
C -1.311 6.985 0.889 0.9 -0.5 -0.9 -0.0198
C -0.195 5.974 0.388 -1.9 -1.1 -0.2 -0.4971
C -0.103 4.854 1.478 2.4 1.1 -0.2 -0.0366
C -0.699 5.346 -0.975 -1.3 0.7 0.2 -0.1116
C -0.635 6.457 -2.088 0.1 -0.9 -0.1 -0.1655
C 0.818 6.908 -2.287 -0.8 -1.4 -0.3 -0.1597
C 1.425 7.445 -1.020 0.0 -0.3 0.7 -0.5077
C 2.962 7.442 -1.283 -1.0 -0.6 0.0 -0.0183
C 0.886 8.821 -0.718 0.1 1.2 -0.7 -0.0389
N 1.144 6.481 0.141 1.1 1.3 0.4 -0.0412
O 1.679 7.101 1.384 -1.3 -0.1 -0.7 -0.0611
H -0.876 7.845 1.376 0.0 0.2 0.5 0.0582
H -1.916 7.369 0.070 0.0 0.0 -0.1 0.0670
H -1.967 6.446 1.551 -0.2 0.0 0.4 0.0684
H -0.967 4.215 1.541 -0.5 0.0 0.1 0.0607
H 0.791 4.251 1.209 -0.6 0.0 0.1 0.0704
H 0.200 5.340 2.448 -0.7 -0.6 -0.7 0.0938
H -0.201 4.381 -1.211 0.3 0.8 -0.1 0.1018
H -1.791 5.016 -0.892 1.2 0.6 0.3 0.1349
H -1.051 6.048 -3.010 0.2 -0.1 -0.1 0.1003
H -1.293 7.309 -1.883 0.1 -0.2 0.4 0.0971
H 0.947 7.634 -3.108 -0.1 -0.2 0.4 0.1313
H 1.359 5.986 -2.553 0.1 0.3 -0.2 0.1149
H 3.208 7.992 -2.208 -0.2 -0.4 0.3 0.0937
H 3.209 6.368 -1.360 0.2 0.6 -0.2 0.0706
H 3.524 7.859 -0.474 0.3 0.3 0.6 0.0686
H 1.204 9.547 -1.507 -0.6 -0.6 0.3 0.1092
H 1.377 9.179 0.138 1.0 0.6 1.3 0.0531
H -0.165 8.955 -0.421 0.1 -0.5 -0.9 0.0800
H 0.963 7.679 1.782 1.0 -0.8 -0.8 0.0939
C 3.022 1.069 -4.614 -0.9 0.3 1.0 -0.0347
C 2.250 0.875 -5.884 -1.6 -0.3 -0.4 -0.4873
C 3.088 0.746 -7.141 1.4 0.1 -1.5 -0.0532
C 1.329 -0.412 -5.684 1.2 -0.1 -1.6 -0.1272
C 0.154 -0.250 -4.781 -0.7 0.1 0.1 -0.2027
C -0.663 0.963 -5.174 0.2 0.6 0.0 -0.1421
C 0.129 2.277 -5.240 0.1 -0.5 -1.4 -0.4960
C -0.763 3.311 -5.966 -0.2 -0.4 -0.2 -0.0349
C 0.484 2.724 -3.858 0.3 0.1 1.8 -0.0388
N 1.314 2.046 -6.180 -0.1 -0.2 1.0 -0.0521
O 2.123 3.251 -6.120 -0.4 -0.1 -1.0 -0.0705
H 2.382 0.566 -3.836 0.8 1.3 -0.3 0.0620
H 3.947 0.548 -4.538 0.9 -0.5 -0.5 0.0706
H 3.224 2.154 -4.512 -0.2 -0.7 0.6 0.0994
H 3.884 -0.035 -7.137 -0.5 0.4 0.7 0.0891
H 2.478 0.430 -7.995 -0.3 0.3 0.2 0.0741
H 3.626 1.694 -7.493 -0.8 -1.1 0.9 0.1012
H 0.931 -0.675 -6.681 0.4 -0.1 0.2 0.1229
H 1.979 -1.238 -5.294 -0.4 0.5 -0.6 0.1262
H -0.551 -1.088 -4.898 0.6 -0.1 0.3 0.0927
H 0.529 -0.227 -3.762 -0.4 0.1 0.5 0.0917
H -1.452 1.170 -4.466 -0.4 -0.1 0.4 0.0974
H -1.183 0.770 -6.118 0.3 0.0 -0.1 0.1278
H -0.861 2.928 -7.001 0.2 0.5 0.3 0.0864
H -0.281 4.315 -5.948 -0.6 -0.6 0.0 0.0866
H -1.814 3.304 -5.567 1.1 0.3 0.0 0.0956
H -0.332 3.184 -3.304 -0.7 0.2 -0.4 0.0823
H 1.259 3.471 -3.810 0.5 0.3 -0.3 0.0813
H 0.759 1.948 -3.132 0.1 -0.1 -0.8 0.0472
H 2.039 3.604 -7.032 0.1 -0.3 0.9 0.1158
C 2.433 -5.650 -3.381 -1.0 -0.4 -0.6 -0.0291
C 2.099 -5.473 -1.894 -0.2 1.6 -1.1 -0.4952
C 2.621 -6.646 -1.122 0.5 -1.1 0.9 -0.0397
C 2.748 -4.137 -1.364 0.9 -1.2 0.2 -0.1353
C 2.211 -2.853 -1.928 -2.3 -0.1 -0.1 -0.1475
C 0.667 -2.866 -1.504 1.4 -0.3 -0.9 -0.1102
C -0.078 -4.073 -2.122 0.7 -0.7 0.1 -0.4439
C -1.494 -4.124 -1.496 0.0 -0.4 -0.7 -0.0327
C -0.146 -3.922 -3.688 0.4 0.9 0.4 -0.0140
N 0.652 -5.327 -1.645 -0.7 1.0 0.8 -0.0885
O -0.054 -6.454 -2.109 0.1 -0.3 -1.3 -0.0351
H 2.160 -4.842 -4.029 -0.5 0.8 0.1 0.0407
H 3.485 -5.659 -3.585 0.8 -0.9 0.3 0.0796
H 1.851 -6.493 -3.814 0.9 0.1 0.4 0.1025
H 3.680 -6.827 -1.317 0.1 0.4 0.0 0.0903
H 2.483 -6.528 -0.049 0.1 0.4 0.2 0.0733
H 2.177 -7.630 -1.300 -0.4 0.4 -0.6 0.0857
H 2.590 -4.110 -0.289 -0.3 0.0 0.0 0.0703
H 3.843 -4.227 -1.423 -0.1 -0.1 -0.5 0.1207
H 2.640 -1.987 -1.451 0.5 0.3 0.3 0.0706
H 2.299 -2.672 -3.035 0.0 -0.5 1.0 0.1099
H 0.271 -1.945 -1.870 -0.8 0.7 -0.4 0.0829
H 0.539 -2.822 -0.414 0.3 -0.3 -0.1 0.1089
H -1.427 -4.334 -0.427 0.2 0.7 0.2 0.0799
H -2.129 -4.989 -1.806 0.5 0.9 -0.6 0.0893
H -1.949 -3.140 -1.762 -0.1 -0.8 0.6 0.0691
H -0.938 -3.202 -3.956 0.1 -0.5 0.1 0.0625
H -0.298 -4.873 -4.163 -0.5 -0.5 -0.1 0.0734
H 0.776 -3.524 -4.179 -0.7 -0.1 0.8 0.0621
H -0.438 -6.936 -1.374 0.2 0.3 0.5 0.1027
C -7.061 -0.214 -1.317 -1.1 1.1 0.9 -0.0642
C -5.999 -1.032 -2.006 -1.7 -0.7 -2.5 -0.5078
C -4.997 -1.587 -1.036 -0.4 -0.5 0.8 -0.0276
C -6.831 -2.254 -2.678 1.9 0.1 1.0 -0.1069
C -6.036 -2.988 -3.783 -0.1 1.1 -0.4 -0.1667
C -5.641 -1.955 -4.888 -0.7 0.8 2.0 -0.1058
C -4.747 -0.785 -4.328 -1.1 0.4 0.7 -0.4867
C -3.368 -1.262 -3.963 0.4 -1.3 -0.4 -0.0403
C -4.711 0.404 -5.292 0.0 -1.3 -1.1 -0.0351
N -5.477 -0.199 -3.120 -0.5 -1.0 -0.4 -0.1084
O -4.842 0.915 -2.560 2.0 -0.3 0.4 -0.0587
H -6.672 0.631 -0.756 0.6 -0.1 0.4 0.0692
H -7.798 0.355 -1.961 0.7 -1.4 0.2 0.1093
H -7.568 -0.875 -0.578 -0.1 0.5 -0.5 0.0839
H -4.197 -0.907 -0.767 0.1 0.2 -0.1 0.0517
H -5.542 -1.829 -0.095 0.5 -0.1 -0.5 0.0851
H -4.598 -2.499 -1.466 0.3 -0.2 0.3 0.0644
H -7.146 -2.914 -1.846 0.4 0.1 -0.3 0.1179
H -7.746 -1.856 -3.054 -0.6 0.4 -0.6 0.0957
H -5.107 -3.418 -3.444 0.3 -0.4 0.6 0.0818
H -6.616 -3.816 -4.211 0.0 0.3 0.0 0.1089
H -6.585 -1.469 -5.144 0.1 -0.1 -0.7 0.1127
H -5.169 -2.452 -5.713 0.2 0.0 -0.6 0.1077
H -2.799 -0.447 -3.538 0.3 0.2 0.0 0.0448
H -2.815 -1.668 -4.878 -0.7 0.4 1.3 0.1128
H -3.508 -2.039 -3.177 0.6 0.3 -0.7 0.0628
H -4.253 1.257 -4.844 0.5 0.5 0.3 0.0595
H -5.729 0.663 -5.536 -0.4 0.2 -0.1 0.0778
H -4.202 0.141 -6.246 -0.1 0.1 0.6 0.0956
H -3.974 0.601 -2.134 -1.3 0.6 -0.4 0.0721
C 2.087 -1.574 5.077 0.2 0.2 0.8 -0.0369
C 1.173 -2.195 4.060 -0.3 -0.9 -1.6 -0.4910
C -0.269 -1.829 4.333 -0.3 0.9 1.3 -0.0470
C 1.560 -1.752 2.606 0.3 0.9 1.2 -0.1148
C 2.791 -2.451 2.016 0.2 1.1 0.7 -0.1769
C 2.657 -3.933 2.158 -1.9 -1.1 -0.5 -0.1673
C 2.312 -4.462 3.546 0.9 0.3 1.1 -0.4769
C 1.838 -5.936 3.452 2.7 -0.8 -2.4 -0.0212
C 3.568 -4.283 4.488 -0.9 0.0 0.0 -0.0083
N 1.149 -3.711 4.044 0.3 0.8 -1.1 -0.1084
O 0.878 -4.177 5.328 -0.5 -0.2 1.2 -0.0423
H 3.109 -1.694 4.793 0.8 -0.2 -0.2 0.0531
H 1.987 -0.486 5.224 -0.6 -0.4 -0.1 0.0957
H 1.943 -2.093 6.029 0.0 0.3 0.0 0.0906
H -0.470 -1.873 5.426 0.2 0.1 -0.5 0.0911
H -0.473 -0.786 4.026 -0.1 -0.5 0.0 0.0886
H -0.948 -2.547 3.896 -0.2 0.1 -0.5 0.0772
H 0.707 -1.916 1.966 -0.4 -0.3 -0.3 0.0902
H 1.697 -0.631 2.636 0.0 -1.0 -0.1 0.1152
H 2.837 -2.091 0.988 0.2 -0.4 -0.3 0.0964
H 3.725 -2.098 2.475 -0.2 0.0 0.1 0.0897
H 3.480 -4.522 1.794 0.6 0.0 -0.3 0.1220
H 1.764 -4.214 1.562 0.4 0.0 -0.1 0.1133
H 2.737 -6.625 3.219 -1.0 1.1 0.6 0.1115
H 1.260 -6.087 2.533 -0.4 0.3 0.3 0.0722
H 1.341 -6.388 4.269 -0.5 0.0 1.0 0.0553
H 4.206 -5.139 4.522 0.2 -0.9 -0.2 0.0637
H 3.182 -4.145 5.503 0.4 0.2 -0.1 0.0777
H 4.239 -3.473 4.183 -0.4 0.2 0.1 0.0715
H 0.052 -4.678 5.257 0.2 0.3 -0.1 0.1146
C -5.906 -0.473 3.210 0.1 -1.4 1.0 -0.0122
C -6.974 -1.503 3.718 1.1 -0.9 -0.1 -0.4659
C -8.352 -0.845 3.795 0.5 1.5 0.2 -0.0390
C -7.049 -2.803 2.833 0.4 1.6 0.0 -0.1506
C -5.836 -3.701 2.818 1.3 1.0 1.0 -0.1848
C -5.627 -4.167 4.285 -2.7 0.1 0.3 -0.1300
C -5.513 -3.037 5.356 -1.0 0.5 0.2 -0.4510
C -5.671 -3.580 6.808 -0.1 -0.2 -0.2 -0.0399
C -4.136 -2.455 5.258 1.4 -1.4 -0.5 -0.0565
N -6.622 -1.947 5.120 -0.3 -2.8 -0.6 -0.1040
O -6.494 -0.909 6.038 1.0 0.3 -0.7 -0.0374
H -4.940 -0.948 3.020 -0.1 -0.2 0.2 0.0573
H -6.136 0.003 2.277 -0.6 0.7 -0.2 0.0731
H -5.766 0.184 4.078 0.0 0.6 -0.8 0.0627
H -8.845 -0.529 2.852 0.6 -0.7 0.2 0.0923
H -9.009 -1.448 4.408 -0.2 -0.1 0.0 0.0821
H -8.165 0.125 4.306 -0.4 -0.6 0.0 0.0827
H -7.933 -3.341 3.086 -0.8 -0.5 0.4 0.1067
H -7.199 -2.400 1.850 -0.3 0.1 -0.8 0.0928
H -5.984 -4.599 2.195 0.2 0.6 0.0 0.1158
H -4.971 -3.057 2.444 -0.8 -1.2 0.3 0.1116
H -4.814 -4.873 4.395 0.2 -0.2 0.2 0.1106
H -6.639 -4.675 4.494 1.6 0.2 0.0 0.1399
H -4.902 -4.321 7.053 0.2 0.1 -0.4 0.0777
H -6.602 -4.107 6.985 -0.4 0.2 -0.2 0.0747
H -5.563 -2.811 7.580 -0.1 0.2 -0.4 0.0808
H -3.347 -2.989 5.850 -0.8 0.1 -0.6 0.1086
H -4.069 -1.475 5.583 0.0 2.2 0.9 0.0492
H -3.849 -2.420 4.218 0.5 -0.1 -0.3 0.0623
H -5.639 -0.525 5.757 -0.3 0.5 0.8 0.0631
C 10.144 -2.162 -0.433 -0.2 -0.3 -0.7 -0.0398
C 8.625 -1.961 -0.306 0.2 -0.5 0.9 -0.5221
C 7.922 -3.326 -0.448 -1.8 0.4 -1.8 -0.0254
C 8.344 -1.474 1.131 0.4 -1.3 -0.2 -0.1387
C 6.925 -1.042 1.280 -1.1 0.3 0.1 -0.2039
C 6.509 -0.025 0.268 1.4 0.2 -1.2 -0.1500
C 6.794 -0.425 -1.198 1.4 0.2 -0.5 -0.4785
C 5.757 -1.432 -1.797 0.5 0.9 0.0 -0.0052
C 6.842 0.882 -2.006 -0.6 -0.3 -0.8 -0.0334
N 8.211 -0.865 -1.193 0.6 -0.9 -0.7 -0.0664
O 8.684 -1.218 -2.523 -0.5 0.8 0.8 -0.0304
H 10.441 -2.590 -1.413 -0.2 0.1 0.7 0.0908
H 10.676 -1.232 -0.333 0.1 0.6 -0.1 0.0782
H 10.487 -2.782 0.387 0.0 -0.4 0.0 0.0805
H 8.564 -4.103 -0.114 0.5 -0.7 0.6 0.0660
H 6.950 -3.323 0.108 0.9 -0.3 -0.5 0.0776
H 7.658 -3.616 -1.518 0.4 0.4 1.1 0.0941
H 8.519 -2.282 1.879 0.3 0.4 -0.6 0.1369
H 9.090 -0.706 1.271 -0.1 0.7 0.5 0.1192
H 6.176 -1.853 1.188 0.6 -0.1 0.6 0.1038
H 6.797 -0.523 2.221 -0.2 -0.3 0.6 0.1095
H 7.036 0.928 0.523 -1.0 -0.6 -0.6 0.1154
H 5.454 0.024 0.225 -1.3 0.9 0.7 0.0901
H 4.942 -0.859 -2.253 0.1 -0.1 0.0 0.0708
H 5.331 -2.059 -1.036 -0.2 -0.4 0.4 0.0528
H 6.182 -2.076 -2.574 -0.1 0.2 0.1 0.0759
H 7.521 1.556 -1.499 0.0 0.3 0.1 0.0758
H 5.821 1.309 -2.044 0.5 0.0 -0.1 0.0740
H 7.234 0.748 -3.044 -0.5 -0.1 0.8 0.0928
H 8.214 -2.024 -2.739 -0.2 -0.5 -0.3 0.0573
C -7.408 5.422 4.349 0.7 1.2 1.2 -0.1114
O -6.397 4.467 4.541 0.1 0.5 0.1 -0.1844
C -5.330 4.953 5.326 1.5 0.2 -1.7 -0.2095
C -4.301 3.819 5.418 -0.2 -0.5 1.6 -0.4226
C -3.545 3.452 4.148 0.3 1.1 0.2 -0.0659
N -4.941 2.596 5.877 -0.4 -1.3 0.5 0.0278
H -7.943 5.696 5.254 -0.2 -0.6 0.6 0.0844
H -8.096 5.037 3.663 -0.9 -0.4 -1.2 0.0708
H -7.032 6.416 4.074 0.3 -0.3 -0.7 0.0906
H -4.768 5.781 4.796 -0.9 -0.3 0.4 0.1351
H -5.680 5.310 6.289 0.0 -0.1 0.4 0.1208
H -3.567 4.115 6.199 -0.3 -0.1 -0.5 0.1451
H -2.761 2.750 4.376 0.5 -0.1 0.4 0.0647
H -3.114 4.346 3.688 0.1 -0.1 -0.1 0.0704
H -4.133 2.927 3.434 -1.0 -0.1 -0.6 0.0612
H -5.146 2.454 6.869 0.3 0.7 -0.4 0.0827
H -5.813 2.456 5.383 0.0 0.0 -0.1 0.0612
C 4.130 0.867 3.306 0.1 0.5 0.3 -0.0962
O 4.737 2.079 2.866 -0.4 -1.0 0.1 -0.1753
C 4.171 2.515 1.672 -1.8 0.6 0.0 -0.2401
C 5.044 3.599 1.050 -1.6 -0.6 1.7 -0.4640
C 4.476 3.827 -0.288 0.0 0.0 -1.5 -0.0735
N 6.389 3.129 1.092 0.7 -0.1 -0.6 0.0705
H 4.496 0.760 4.314 0.4 -0.6 0.3 0.0877
H 4.374 -0.005 2.658 -0.1 0.6 0.3 0.0786
H 3.038 0.954 3.441 0.1 0.2 -0.5 0.0754
H 4.060 1.701 0.918 0.2 0.1 0.6 0.0989
H 3.093 2.918 1.903 1.6 -0.5 -0.6 0.1559
H 4.846 4.498 1.615 0.3 0.6 0.5 0.1380
H 5.122 4.527 -0.808 -0.1 0.1 -0.6 0.0862
H 3.467 4.252 -0.245 0.2 0.1 0.2 0.0724
H 4.390 2.872 -0.830 0.3 0.4 -0.2 0.0659
H 6.758 3.067 2.021 -0.3 -0.2 0.6 0.0819
H 7.020 3.742 0.625 0.4 0.6 -0.7 0.0776
C 1.931 1.234 -1.076 1.0 -1.0 2.3 -0.1045
O 0.565 1.053 -1.102 -1.5 0.0 -1.0 -0.2029
C -0.085 0.855 0.111 2.5 0.8 1.8 -0.2428
C -1.531 1.087 0.064 -1.2 0.4 -0.4 -0.4064
C -2.133 0.535 1.348 0.3 0.2 1.1 -0.0471
N -2.072 0.428 -1.145 -0.4 -0.2 0.1 0.0665
H 2.368 0.420 -0.422 0.0 0.8 -0.2 0.1038
H 2.271 2.230 -0.700 -0.4 -0.6 -0.3 0.0901
H 2.284 0.993 -2.039 0.6 0.3 -1.1 0.0393
H 0.046 -0.123 0.569 0.3 -0.9 -0.7 0.1017
H 0.459 1.449 0.873 -0.6 0.5 0.0 0.1358
H -1.834 2.158 -0.015 0.5 -0.6 0.0 0.1481
H -1.959 1.194 2.240 0.1 -0.4 -0.9 0.0904
H -1.793 -0.479 1.658 0.0 0.5 -0.5 0.0843
H -3.188 0.504 1.225 -1.1 -0.1 0.0 0.0541
H -1.562 0.783 -1.960 0.0 -0.3 0.4 0.0750
H -1.913 -0.587 -1.085 0.1 0.5 -0.1 0.0843
```
Positions in Å, forces in eV/Å.

Summary:
HOMO, Eh: -0.2976
ΔE to the lowest compared entry with this formula, charge and spin, kJ/mol: 151.58
Structure (SMILES): CC1(C)CCCC(C)(C)N1O.CC1(C)CCCC(C)(C)N1O.CC1(C)CCCC(C)(C)N1O.CC1(C)CCCC(C)(C)N1O.CC1(C)CCCC(C)(C)N1O.CC1(C)CCCC(C)(C)N1O.CC1(C)CCCC(C)(C)N1O.COC[C@H](C)N.COC[C@H](C)N.COC[C@H](C)N
M, g mol⁻¹: 1368.2
Maximum force, eV Å⁻¹: 3.64
Calculated total energy, Eh: -4256.71098
Charge: 0